Record 1
ORCA calculation (the ωB97M-V functional and the def2-TZVPD basis) on 14 unconnected molecules or ions with the total composition C56H84O28.

The HOMO energy comes out at -0.3471 Eh. The LUMO energy is -0.264 eV. The orbital gap is 9.180 eV. The total energy comes out at -4291.08491 Eh. The calculation puts the energy relative to the best compared isomer or geometry (same formula, charge and spin) at 34.2 kcal/mol. The maximum force comes out at 2.620 eV Å⁻¹.

Positions of all 168 atoms, in Å:
O1 -2.42694 0.96095 6.15072
C1 -2.92867 1.33417 5.13439
O2 -2.43924 0.95399 3.92800
C2 -3.39389 1.15151 2.86767
C3 -4.62522 1.81760 3.49662
C4 -4.20370 2.14296 4.94825
H1 -3.58254 0.16847 2.44156
H2 -2.95386 1.79214 2.10673
H3 -5.46181 1.12402 3.45373
H4 -4.89520 2.75337 3.01505
H5 -4.93382 1.78473 5.66568
H6 -3.96499 3.19642 5.06409
O3 4.51869 -5.70004 -2.27694
C5 4.63001 -4.58797 -1.86514
O4 5.81575 -3.92075 -1.85116
C6 5.50312 -2.51531 -1.83303
C7 4.35350 -2.45814 -0.82751
C8 3.55073 -3.70761 -1.24478
H7 5.21554 -2.29358 -2.87207
H8 6.31650 -1.83262 -1.60010
H9 3.79922 -1.52735 -0.76039
H10 4.84550 -2.76963 0.09890
H11 2.83415 -3.46058 -2.03283
H12 3.03842 -4.15763 -0.40136
O5 0.29889 -7.50025 1.00533
C9 0.58889 -6.61322 1.74729
O6 1.82863 -6.43269 2.25869
C10 1.85697 -5.33724 3.18777
C11 0.62543 -4.47297 2.85782
C12 -0.29924 -5.48851 2.22825
H13 2.82959 -4.88035 3.02126
H14 1.78008 -5.68186 4.22084
H15 0.83184 -3.58577 2.26121
H16 0.25826 -4.07914 3.80346
H17 -1.01857 -5.15431 1.48556
H18 -0.96101 -5.88974 3.00489
O7 1.56826 1.24843 3.68549
C13 1.57992 0.20060 4.25597
O8 2.30367 0.01319 5.38554
C14 2.03651 -1.27979 5.90206
C15 0.69014 -1.69548 5.30601
C16 0.75644 -1.03695 3.93822
H19 2.10952 -1.40254 6.98044
H20 2.79032 -2.00641 5.55532
H21 -0.11602 -1.34867 5.95878
H22 0.56499 -2.77760 5.31328
H23 -0.16854 -0.76200 3.43900
H24 1.34577 -1.63706 3.23673
O9 -1.08934 0.52685 -6.27029
C17 -0.32562 0.00952 -5.50880
O10 -0.73706 -0.93290 -4.63917
C18 0.28942 -1.32704 -3.69386
C19 1.42778 -0.31218 -3.90161
C20 1.14128 0.34299 -5.25457
H25 0.60827 -2.31143 -4.02510
H26 -0.18377 -1.25120 -2.72629
H27 2.34234 -0.91365 -3.93982
H28 1.63598 0.30526 -3.02643
H29 1.79630 -0.10238 -5.99920
H30 1.21151 1.42808 -5.25763
O11 7.77239 0.45241 -2.47720
C21 6.72710 0.83871 -2.89871
O12 5.71039 1.29167 -2.12794
C22 4.64563 1.81791 -2.93805
C23 4.81082 1.07825 -4.24343
C24 6.32589 0.93332 -4.36533
H31 4.80152 2.89223 -3.04107
H32 3.67208 1.58855 -2.51058
H33 4.38381 1.50158 -5.15505
H34 4.42132 0.05546 -4.23215
H35 6.78870 1.80772 -4.83007
H36 6.66312 0.07391 -4.93778
O13 0.14357 -3.96995 -1.30821
C25 -1.03394 -4.18524 -1.38753
O14 -1.49188 -5.43531 -1.62573
C26 -2.90201 -5.49850 -1.53119
C27 -3.44528 -4.06796 -1.42532
C28 -2.18317 -3.19788 -1.28759
H37 -3.16283 -6.06152 -0.62543
H38 -3.34289 -6.13071 -2.30515
H39 -4.10807 -4.08105 -0.56787
H40 -3.97625 -3.65356 -2.28310
H41 -2.23364 -2.80217 -0.27145
H42 -2.00032 -2.44240 -2.04372
O15 -2.26828 -2.93572 2.09120
C29 -3.26302 -3.47501 2.49529
O16 -4.40048 -3.50262 1.77248
C30 -5.33365 -4.47113 2.29879
C31 -4.89727 -4.65421 3.75537
C32 -3.41663 -4.33350 3.73963
H43 -5.32239 -5.36618 1.68146
H44 -6.32235 -4.01913 2.30006
H45 -5.19253 -5.63755 4.12359
H46 -5.42058 -3.94826 4.40365
H47 -2.82328 -5.23861 3.58766
H48 -3.01978 -3.88143 4.64441
O17 3.02181 5.41915 -1.18055
C33 1.98417 4.95035 -1.54602
O18 1.07503 5.62947 -2.28330
C34 0.28435 4.70616 -3.03465
C35 0.43063 3.33096 -2.35527
C36 1.39790 3.59639 -1.18966
H49 0.61534 4.69947 -4.07713
H50 -0.73234 5.08842 -3.07376
H51 0.74897 2.55306 -3.04081
H52 -0.53773 3.08798 -1.91131
H53 2.21867 2.86813 -1.23273
H54 1.11117 3.42402 -0.15879
O19 7.71489 3.12653 1.68443
C37 6.53031 3.00330 1.70005
O20 5.76074 3.69263 2.59497
C38 4.38095 3.29381 2.53990
C39 4.19513 2.52672 1.20033
C40 5.63245 2.09587 0.88770
H55 3.79680 4.21085 2.53388
H56 4.19101 2.61974 3.37345
H57 3.80209 3.18839 0.43480
H58 3.62429 1.63266 1.42173
H59 5.84727 2.26565 -0.16205
H60 5.73981 1.04940 1.16363
O21 -2.59561 -0.12692 -2.48369
C41 -3.39562 -0.09941 -3.37774
O22 -3.96602 1.08222 -3.72654
C42 -5.08272 0.85321 -4.59095
C43 -4.84866 -0.50812 -5.25408
C44 -3.94913 -1.20425 -4.22727
H61 -5.10566 1.63811 -5.34732
H62 -6.02976 0.92228 -4.05466
H63 -4.35678 -0.43742 -6.22090
H64 -5.77190 -1.07055 -5.37427
H65 -3.14726 -1.84099 -4.59421
H66 -4.53540 -1.85629 -3.56957
O23 1.30637 6.62134 5.02154
C45 1.06965 6.12565 3.96596
O24 1.73205 6.46208 2.83293
C46 1.23505 5.68781 1.71547
C47 0.72609 4.41423 2.41835
C48 0.08494 5.00334 3.64944
H67 2.03705 5.62624 0.99029
H68 0.36085 6.16652 1.25672
H69 1.59127 3.77600 2.61403
H70 0.12789 3.78328 1.75892
H71 0.06200 4.36034 4.52583
H72 -0.87401 5.51250 3.52012
O25 -5.54869 1.93660 -0.51935
C49 -5.12988 2.77250 -1.26544
O26 -5.91345 3.31007 -2.23707
C50 -5.34760 4.53490 -2.70061
C51 -3.86017 4.53207 -2.29438
C52 -3.71493 3.18692 -1.53192
H73 -5.88903 5.39306 -2.29395
H74 -5.47151 4.62320 -3.77853
H75 -3.49410 5.30323 -1.62115
H76 -3.25834 4.55392 -3.20011
H77 -3.13734 3.30002 -0.61068
H78 -3.14126 2.46036 -2.09653
O27 2.29437 0.42194 -0.47974
C53 1.23010 0.33108 0.06599
O28 0.72335 1.38182 0.72924
C54 -0.66191 1.19020 1.00700
C55 -1.04733 -0.19399 0.48768
C56 0.28882 -0.85158 0.10706
H79 -1.29781 1.96323 0.56421
H80 -0.82439 1.27431 2.08158
H81 -1.65029 -0.14704 -0.41861
H82 -1.64039 -0.72725 1.22764
H83 0.21428 -1.35354 -0.84901
H84 0.65425 -1.59915 0.81300

Record 2
ORCA calculation (the ωB97M-V functional and the def2-TZVPD basis) on 14 unconnected molecules or ions with the total composition C56H84O42.

The HOMO energy comes out at -0.3897 Eh. The LUMO energy is -0.040 eV. The orbital gap is 10.563 eV. The total energy comes out at -5344.29318 Eh. The calculation puts the energy relative to the best compared isomer or geometry (same formula, charge and spin) at 225.9 kcal/mol. The maximum force comes out at 4.960 eV Å⁻¹.

Positions of all 182 atoms, in Å:
C1 1.83808 9.30536 1.12598
C2 0.79541 9.97331 0.15116
C3 0.85121 11.47502 0.03706
O1 1.26814 11.65110 -1.31335
C4 1.18231 10.52985 -2.03997
O2 1.40937 10.44855 -3.21639
O3 1.12354 9.54109 -1.18286
H1 2.83345 9.42195 0.69730
H2 1.64113 8.23596 1.05055
H3 1.71915 9.53874 2.18403
H4 -0.23444 9.64628 0.29461
H5 1.64180 11.74109 0.73869
H6 -0.07014 12.02146 0.23855
C5 11.59478 6.80850 -0.54831
C6 12.80707 7.58005 -1.02532
C7 12.50188 8.61509 -2.13279
O4 13.25879 9.78662 -1.72401
C8 13.59362 9.65261 -0.42131
O5 14.10213 10.53827 0.28485
O6 13.23146 8.40504 0.05753
H7 11.87259 6.07940 0.21283
H8 11.20992 6.25263 -1.40328
H9 10.77402 7.40101 -0.14409
H10 13.71451 7.00011 -1.19359
H11 11.43299 8.80951 -2.22073
H12 12.82956 8.19182 -3.08231
C9 10.41651 7.68392 -12.62528
C10 11.55020 8.63660 -12.92830
C11 11.35356 9.38505 -14.28298
O7 11.68458 10.69167 -13.86363
C12 11.63406 10.78220 -12.55414
O8 11.60264 11.81883 -11.92939
O9 11.49439 9.60676 -11.98221
H13 10.46970 6.74321 -13.17331
H14 9.41518 8.08538 -12.78100
H15 10.37436 7.46852 -11.55760
H16 12.52906 8.19865 -12.73303
H17 10.31834 9.49436 -14.60621
H18 12.05394 9.00025 -15.02427
C13 11.64711 18.01659 -1.33518
C14 11.61112 19.50972 -0.99102
C15 10.66853 20.35806 -1.85373
O10 9.96293 21.11884 -0.91440
C16 10.14683 20.67209 0.35388
O11 9.51507 20.98050 1.33746
O12 10.90558 19.56305 0.25337
H19 10.65101 17.61165 -1.51380
H20 12.11716 17.44344 -0.53603
H21 12.36463 17.78909 -2.12353
H22 12.59580 19.97623 -0.96137
H23 9.90684 19.84953 -2.44476
H24 11.28835 20.95391 -2.52372
C17 1.56543 12.53881 -16.85089
C18 2.36784 12.56792 -18.14396
C19 3.74487 11.88270 -18.14940
O13 3.66515 11.05393 -19.33957
C20 2.34483 10.99241 -19.82049
O14 1.95998 10.28751 -20.69904
O15 1.58801 11.84742 -19.09282
H25 0.59736 13.00959 -17.02208
H26 2.16748 12.87182 -16.00546
H27 1.38140 11.49029 -16.61676
H28 2.38659 13.58649 -18.53160
H29 3.89932 11.36555 -17.20241
H30 4.56477 12.59070 -18.27029
C21 7.69766 13.54834 -7.03066
C22 6.46829 13.56208 -7.86975
C23 6.59687 14.40629 -9.11782
O16 5.81655 13.57362 -9.99727
C24 5.81274 12.29491 -9.51863
O17 5.40199 11.29670 -10.11050
O18 6.25349 12.29244 -8.29424
H31 8.56141 13.25423 -7.62691
H32 7.72204 12.81869 -6.22127
H33 7.88064 14.53570 -6.60670
H34 5.63387 13.92645 -7.27052
H35 7.63957 14.63173 -9.34153
H36 6.16073 15.40244 -9.04329
C25 9.06276 15.22007 5.67841
C26 9.64245 14.49754 4.45199
C27 9.92061 13.02441 4.67328
O19 9.13128 12.38492 3.69575
C28 8.50159 13.29868 2.90285
O20 7.78536 13.01148 1.99134
O21 8.72956 14.54083 3.39636
H37 8.07713 14.92312 6.03682
H38 8.93092 16.28614 5.49344
H39 9.72582 15.19957 6.54330
H40 10.53888 15.03778 4.14758
H41 9.56681 12.76170 5.67023
H42 10.98422 12.83309 4.53105
C29 2.36741 21.05977 -13.31790
C30 2.44073 22.15968 -14.40264
C31 1.15531 22.99108 -14.57783
O22 1.64624 24.32597 -14.56560
C32 2.88205 24.33514 -14.13664
O23 3.48253 25.36693 -13.84309
O24 3.43697 23.10598 -14.04041
H43 1.60872 20.32707 -13.59291
H44 1.91025 21.51230 -12.43793
H45 3.28577 20.51924 -13.08870
H46 2.55884 21.74032 -15.40178
H47 0.35082 22.86711 -13.85290
H48 0.64552 22.78799 -15.51962
C33 8.09507 18.39740 -17.64881
C34 9.31720 18.65427 -16.86471
C35 9.83594 17.54073 -15.94532
O25 11.19546 17.41944 -16.38252
C36 11.49593 18.19885 -17.39565
O26 12.59009 18.22358 -17.95446
O27 10.44865 18.92178 -17.70165
H49 7.32697 18.00190 -16.98419
H50 8.17379 17.74974 -18.52197
H51 7.62158 19.33272 -17.94728
H52 9.12969 19.53817 -16.25508
H53 9.21592 16.65968 -16.11094
H54 9.76797 17.99954 -14.95892
C37 -2.48391 7.92436 -11.04153
C38 -3.29272 6.76859 -11.70184
C39 -4.67604 7.09648 -12.02548
O28 -4.70785 6.81998 -13.41728
C40 -3.58626 6.37664 -13.86794
O29 -3.41877 5.86208 -14.94946
O30 -2.68698 6.48052 -12.91598
H55 -1.40769 7.79883 -10.92284
H56 -2.88252 8.09266 -10.04110
H57 -2.59677 8.85594 -11.59605
H58 -3.19807 5.88831 -11.06603
H59 -4.94241 8.13975 -11.85596
H60 -5.31935 6.48730 -11.39054
C41 -2.04639 15.09915 -6.70813
C42 -3.48265 14.93640 -6.26552
C43 -4.25536 13.95241 -7.02497
O31 -4.70838 13.04956 -6.00138
C44 -4.12057 13.37727 -4.85294
O32 -3.96827 12.55021 -3.97660
O33 -3.44329 14.51471 -4.95789
H61 -1.64661 15.76199 -5.94073
H62 -2.09064 15.65979 -7.64185
H63 -1.47626 14.17084 -6.67248
H64 -4.07426 15.84778 -6.35203
H65 -3.75600 13.40975 -7.82762
H66 -5.12304 14.46135 -7.44476
C45 10.13738 26.09018 -7.13892
C46 8.80824 25.21280 -7.45106
C47 8.50701 25.27692 -8.97186
O34 8.53971 23.92715 -9.40145
C48 8.97814 23.13882 -8.44410
O35 8.92436 21.88871 -8.52177
O36 9.29265 23.88033 -7.28297
H67 10.94891 25.77055 -7.79265
H68 10.39828 25.86658 -6.10450
H69 9.93438 27.15833 -7.21596
H70 7.94242 25.36444 -6.80651
H71 9.25671 25.77492 -9.58673
H72 7.47572 25.60688 -9.09707
C49 2.91975 3.14863 -16.17541
C50 3.36982 4.32906 -17.00394
C51 3.98481 5.37025 -16.10233
O37 5.26044 5.46741 -16.44907
C52 5.51739 4.68377 -17.51823
O38 6.63022 4.43866 -17.99000
O39 4.40591 3.95106 -17.82883
H73 2.04658 3.31180 -15.54373
H74 3.67461 2.55760 -15.65678
H75 2.44240 2.44362 -16.85600
H76 2.67518 4.71068 -17.75224
H77 4.09066 5.08647 -15.05525
H78 3.38423 6.27683 -16.17658
C53 5.32814 4.99425 -5.55666
C54 3.98050 4.27373 -5.78989
C55 3.40233 4.08447 -7.20398
O40 3.32025 2.70859 -7.31568
C56 3.87607 2.05577 -6.31856
O41 4.12794 0.84510 -6.33503
O42 4.25381 2.88208 -5.37988
H79 5.25802 6.04587 -5.83468
H80 6.24412 4.60986 -6.00536
H81 5.43596 4.92899 -4.47398
H82 3.20551 4.53705 -5.07005
H83 4.14606 4.53010 -7.86456
H84 2.46027 4.58829 -7.42034